[1]
C37H41AsBN8O8PrS | the ωB97M-V functional and the def2-TZVPD basis

## Properties
* net charge: -2
* lowest unoccupied orbital energy (alpha / beta): 4.39 / 4.39 eV
* ⟨S²⟩: 2.001
* spin multiplicity: 3
* Kohn-Sham gap (alpha / beta): 5.32 / 5.32 eV

Geometry as XYZ:
```
98
Properties=species:S:1:pos:R:3:mulliken_charge:R:1
Pr -0.0257 0.0474 0.5261 2.05
O 1.6317 -0.5954 2.0637 0.45
C 1.8867 -0.5889 3.3212 -0.06
C 3.2099 -0.3656 3.7874 -1.17
C 3.5225 -0.3611 5.1271 -0.55
C 2.5400 -0.5855 6.1001 -0.90
C 1.2468 -0.8093 5.6691 -0.67
C 0.8969 -0.8237 4.3142 1.35
C -0.5101 -1.0268 3.9903 -0.98
N -1.0506 -1.0826 2.8365 0.78
C -2.4998 -1.3075 2.8380 -0.95
C -2.8604 -2.3894 1.8344 -1.00
N -2.5667 -1.9084 0.5111 0.51
C -3.5076 -1.8792 -0.3832 -1.03
C -3.3197 -1.3103 -1.6566 -0.88
C -4.3165 -1.0592 -2.6245 -0.86
C -4.2629 -0.2978 -3.7605 -1.23
C -3.1529 0.5569 -4.3271 0.15
C -1.6661 0.3464 -4.1752 -1.03
C -2.0406 -0.6166 -1.8691 1.59
O -0.8513 -1.1840 -1.2537 -0.45
H 3.9712 -0.1912 3.0382 0.41
H 4.5471 -0.1746 5.4326 0.38
H 2.7847 -0.5764 7.1561 0.35
H 0.4566 -0.9690 6.3974 0.35
H -1.1542 -1.1412 4.8705 -0.06
H -2.9911 -0.3846 2.5250 0.11
H -2.8557 -1.5604 3.8447 0.57
H -3.9172 -2.6728 1.9674 0.46
H -2.2491 -3.2743 2.0612 0.14
H -4.4965 -2.3096 -0.1547 0.12
H -5.2760 -1.5429 -2.4373 0.28
H -5.1602 -0.2792 -4.3689 0.26
H -3.4263 0.9467 -5.3013 0.48
H -1.0129 0.4722 -5.0342 0.51
C -2.3244 3.0957 -1.5199 -1.57
C -2.2590 1.7095 -2.0927 0.94
C -2.2950 1.5796 -3.5776 -0.66
C -1.3103 -0.7444 -3.2143 1.74
C -1.4918 -2.1129 -3.8511 -1.63
N -0.0652 -0.6625 -2.4057 0.03
N -2.1022 0.7282 -1.3105 -0.14
B 1.2514 -1.4201 -2.6247 -0.07
N 2.4341 -0.4870 -2.2329 -0.14
N 2.4598 0.0451 -0.9836 0.57
C 3.6181 0.6735 -0.8706 0.73
C 4.0291 1.3714 0.3868 -1.00
C 4.3666 0.5402 -2.0594 -1.77
C 3.5692 -0.2113 -2.8991 0.92
C 3.8392 -0.6820 -4.2930 -1.39
N 1.3197 -2.6600 -1.6834 0.51
N 1.1574 -2.4881 -0.3425 0.55
C 1.2769 -3.6842 0.2088 0.59
C 1.1259 -3.8762 1.6865 -1.22
C 1.5317 -4.6549 -0.7857 -1.98
C 1.5451 -3.9541 -1.9730 1.11
C 1.7588 -4.4442 -3.3672 -1.28
H -3.3051 3.5390 -1.7422 0.53
H -1.5531 3.7273 -1.9740 0.36
H -2.1590 3.0613 -0.4456 -0.10
H -2.1316 2.5128 -4.1043 0.47
H -2.5222 -2.2476 -4.1830 0.50
H -1.2415 -2.8917 -3.1273 0.12
H -0.8214 -2.1997 -4.7128 0.38
H 1.3859 -1.7534 -3.7851 -0.25
H 3.4109 1.0468 1.2208 -0.23
H 3.9368 2.4539 0.2988 0.16
H 5.0751 1.1491 0.6109 0.42
H 5.3494 0.9393 -2.2695 0.43
H 4.8040 -0.2915 -4.6243 0.35
H 3.0707 -0.3415 -4.9905 0.20
H 3.8715 -1.7723 -4.3579 0.14
H 0.8567 -2.9356 2.1602 0.03
H 2.0575 -4.2288 2.1366 0.30
H 0.3468 -4.6133 1.9021 0.25
H 1.6742 -5.7184 -0.6561 0.41
H 1.9024 -5.5260 -3.3534 0.36
H 2.6381 -3.9866 -3.8267 0.14
H 0.9038 -4.2157 -4.0076 0.19
O 2.3131 3.6658 2.5425 -0.70
As 1.4699 3.6962 0.9565 -0.71
O 0.4055 2.1597 -0.4856 -1.33
O 1.1596 1.9463 0.7673 2.06
C -0.2369 4.4385 1.6712 0.27
C -0.3617 5.7918 1.3799 -0.87
C -1.4156 6.5458 1.8826 -0.65
C -2.3732 5.9475 2.6855 -0.67
C -2.2747 4.5957 2.9905 -0.56
C -1.2180 3.8498 2.4830 -0.04
S -1.1415 2.1233 2.8851 1.79
O -2.1277 1.8827 3.9150 -0.80
O -1.4897 1.4762 1.5946 -0.52
O 0.2312 1.8802 3.2916 -0.75
H 1.8504 3.0285 3.1122 0.46
H 0.3869 6.2662 0.7518 0.32
H -1.4888 7.6017 1.6449 0.37
H -3.1971 6.5325 3.0778 0.37
H -3.0002 4.1005 3.6236 0.51
```



[2]
C37H41AsCl5NiO6SSi | the ωB97M-V functional and the def2-TZVPD basis

## Properties
* net charge: -1
* lowest unoccupied orbital energy (alpha / beta): 2.30 / 2.30 eV
* energy relative to the best compared isomer or geometry (same formula, charge and spin): 23.64 kJ/mol
* ⟨S²⟩: 2.009
* spin multiplicity: 3
* Kohn-Sham gap (alpha / beta): 7.29 / 7.85 eV

Geometry as XYZ:
```
93
Properties=species:S:1:pos:R:3:mulliken_charge:R:1
Ni -1.4613 1.1761 0.1868 1.73
S -3.5810 0.4145 2.8954 -0.68
C -2.3893 1.0454 4.0416 0.91
C -2.9515 1.3564 5.2940 -0.87
C -2.1876 1.8066 6.3492 -0.61
C -0.8147 1.9655 6.1969 -0.93
C -0.2447 1.6664 4.9749 -0.29
C -1.0063 1.2151 3.8921 0.12
As -0.0823 0.7580 2.2395 0.25
C 1.5670 1.7734 2.4752 0.24
C 1.5111 3.1482 2.2558 -0.27
C 2.6454 3.9326 2.3989 -0.69
C 3.8546 3.3489 2.7518 -0.48
C 3.9190 1.9806 2.9640 -0.85
C 2.7806 1.1952 2.8281 -0.07
C 0.5301 -1.0347 2.6422 0.81
C 1.4459 -1.6302 1.7787 -0.60
C 1.9735 -2.8758 2.0832 -0.89
C 1.5689 -3.5440 3.2310 -0.68
C 0.6276 -2.9678 4.0714 -0.70
C 0.1122 -1.7106 3.7826 -0.48
H -4.0198 1.2315 5.4189 0.42
H -2.6658 2.0351 7.2940 0.36
H -0.1994 2.3156 7.0154 0.40
H 0.8248 1.7851 4.8542 0.41
H 0.5777 3.6184 1.9700 0.31
H 2.5841 4.9996 2.2258 0.42
H 4.7429 3.9592 2.8562 0.37
H 4.8582 1.5157 3.2374 0.42
H 2.8469 0.1299 3.0059 0.41
H 1.7526 -1.1242 0.8705 0.64
H 2.6847 -3.3309 1.4064 0.26
H 1.9754 -4.5215 3.4601 0.35
H 0.2928 -3.4927 4.9575 0.36
H -0.6119 -1.2602 4.4506 0.37
Cl -4.8257 7.4321 -1.0847 -0.23
C -4.0499 5.8916 -1.1645 0.35
C -3.4449 5.3457 -0.0392 -0.12
Cl -3.4523 6.2090 1.4549 -0.22
C -2.8300 4.1075 -0.1171 0.69
Cl -2.0598 3.4245 1.2815 -0.19
C -2.7692 3.3312 -1.2994 -0.88
O -2.1961 2.1912 -1.3725 -0.39
C -3.3962 3.9296 -2.4267 0.31
Cl -3.3566 3.0433 -3.9025 -0.22
C -4.0137 5.1660 -2.3579 -0.09
Cl -4.7569 5.8325 -3.7673 -0.21
C -0.4977 -0.8196 -5.4737 -1.86
C -0.7323 -0.3102 -4.0561 1.59
C -0.1417 1.0855 -3.8883 -1.05
C -2.2198 -0.3281 -3.7285 -1.10
O -0.0685 -1.2380 -3.1977 0.53
Si 0.4349 -1.0907 -1.6362 -5.54
O -0.3700 -0.0738 -0.7515 5.10
O 2.0265 -0.6351 -1.5900 -0.26
C 3.1907 -1.2618 -2.1132 1.85
C 4.2062 -0.1434 -2.3177 -1.85
C 3.7082 -2.2677 -1.0872 -1.18
C 2.9152 -1.9656 -3.4390 -1.52
O 0.4760 -2.6576 -1.0911 0.45
C -0.5943 -3.6072 -1.0779 1.92
C -0.2357 -4.6337 -0.0097 -1.75
C -1.9134 -2.9357 -0.7196 -1.28
C -0.6747 -4.2804 -2.4448 -1.68
H -1.0095 -0.1848 -6.2003 0.40
H -0.8759 -1.8390 -5.5721 0.31
H 0.5694 -0.8239 -5.7039 0.35
H -0.5901 1.7818 -4.6010 0.52
H 0.9372 1.0528 -4.0607 0.17
H -0.3350 1.4612 -2.8833 -0.22
H -2.7764 0.3114 -4.4158 0.41
H -2.3946 0.0323 -2.7147 -0.20
H -2.6000 -1.3486 -3.8204 0.24
H 4.3857 0.3708 -1.3720 0.33
H 3.8192 0.5830 -3.0341 0.36
H 5.1536 -0.5384 -2.6920 0.36
H 3.9577 -1.7559 -0.1546 0.24
H 4.6037 -2.7755 -1.4546 0.58
H 2.9337 -3.0088 -0.8889 -0.09
H 2.5335 -1.2577 -4.1757 0.16
H 2.1728 -2.7548 -3.3154 0.17
H 3.8390 -2.4079 -3.8199 0.56
H -0.2534 -4.1742 0.9794 0.22
H 0.7673 -5.0263 -0.1920 0.33
H -0.9446 -5.4650 -0.0220 0.43
H -1.8191 -2.4056 0.2281 0.07
H -2.7059 -3.6814 -0.6225 0.63
H -2.2182 -2.2110 -1.4759 0.10
H 0.2618 -4.8007 -2.6608 0.34
H -0.8442 -3.5366 -3.2221 0.07
H -1.4878 -5.0104 -2.4620 0.46
O -3.8604 -0.4300 0.4259 -0.47
C -3.0383 0.2212 0.9648 0.53
```



[3]
C37H42F30HgNO17S2 | the ωB97M-V functional and the def2-TZVPD basis

## Properties
* net charge: +1
* lowest unoccupied orbital energy: -5.63 eV
* spin multiplicity: 1
* Kohn-Sham gap: 6.27 eV

Geometry as XYZ:
```
130
Properties=species:S:1:pos:R:3:mulliken_charge:R:1
Hg 3.4356 -0.1819 -0.1877 2.03
C -0.6023 -0.8282 -1.9094 -0.19
F -0.3123 0.2762 -2.6232 0.21
F -1.9532 -0.9948 -1.8223 0.07
F -0.0231 -1.9132 -2.4518 -0.16
S 0.1866 -0.5622 -0.1329 0.13
O -0.8398 -0.3099 0.8599 0.53
O 0.8862 -1.8114 0.0453 -0.44
N 1.4270 0.6866 -0.2873 0.68
S 0.5967 1.9587 0.0342 -1.02
O -0.6925 2.0674 -0.6518 0.07
O 0.6575 2.3869 1.4507 -0.04
C 1.6318 3.3683 -0.7980 0.13
F 0.9646 4.4965 -0.7295 -0.16
F 2.7723 3.5695 -0.1842 -0.20
F 1.8148 3.0659 -2.0739 -0.08
C -2.6624 1.6417 -3.7615 -0.63
C -1.9683 2.9465 -4.2242 0.73
C -2.6054 4.1752 -3.5678 -0.11
F -3.7847 4.4560 -4.0698 -0.28
F -2.8367 4.1157 -2.2313 -0.14
F -0.7018 2.7262 -3.9329 -0.16
F -1.9798 3.0627 -5.5234 -0.35
O -2.3454 0.5316 -4.6378 -0.47
C -3.3184 -0.4702 -4.9475 0.86
C -2.6281 -1.7514 -5.5054 0.43
F -3.4798 -2.6776 -5.9389 -0.29
F -1.7380 -1.4782 -6.4516 -0.26
F -3.9899 -0.8249 -3.8251 -0.22
F -4.2309 0.1338 -5.7086 -0.30
H -3.7168 1.8931 -3.8760 0.85
H -2.4483 1.3843 -2.7242 -0.13
H -2.0064 5.0740 -3.7145 0.27
H -2.0523 -2.2162 -4.7051 0.06
C -4.5941 0.2017 0.4542 -0.97
C -5.6714 0.2467 -0.6901 1.14
C -6.2580 -1.1528 -1.0150 -0.07
F -5.4173 -1.9259 -1.6862 -0.16
F -6.7137 -1.8515 -0.0022 -0.30
F -6.6384 1.0843 -0.4391 -0.33
F -5.1285 0.7342 -1.7686 -0.22
O -3.8765 1.4086 0.6602 -0.16
C -4.2887 2.2050 1.7786 0.49
C -3.6749 3.5566 1.6349 0.65
F -3.9425 4.0833 0.4446 -0.24
F -4.0332 4.4112 2.5179 -0.27
F -5.6482 2.2753 1.7438 -0.31
F -3.9733 1.5884 2.9335 -0.24
H -3.7983 -0.5017 0.2090 0.15
H -5.0136 -0.2403 1.3579 0.49
H -7.0908 -0.9742 -1.6952 0.27
H -2.5999 3.4062 1.7337 -0.01
C -0.9127 -4.6595 0.8781 -0.47
C -2.3908 -4.4797 0.6413 1.14
C -2.8708 -5.2556 -0.5813 -0.07
F -4.1089 -4.9894 -0.9703 -0.28
F -2.0946 -5.0362 -1.6186 -0.24
F -3.0342 -4.9028 1.7178 -0.30
F -2.6793 -3.1919 0.5689 -0.21
O -0.3850 -6.0442 0.8662 -0.43
C -0.3756 -6.6876 2.1295 0.89
C 0.5904 -7.9268 2.2252 0.10
F 1.7949 -7.7328 1.8287 -0.23
F 0.7062 -8.3378 3.5370 -0.28
F 0.0131 -5.8861 3.1554 -0.24
F -1.5911 -7.0529 2.5189 -0.28
H -0.5685 -4.1062 1.7519 0.10
H -0.3904 -4.1272 0.0832 0.20
H -2.7967 -6.3116 -0.3216 0.23
H 0.1996 -8.7759 1.6647 0.26
O 4.5499 1.5163 -1.3971 -0.18
C 5.3157 2.3826 -1.8183 0.03
O 6.2457 2.0708 -2.7127 -0.34
C 7.1360 3.0713 -2.9252 -0.46
C 6.2959 4.3151 -2.5908 -0.75
C 5.3755 3.9223 -1.5478 -0.02
H 7.4923 3.0292 -3.9544 0.36
H 8.0281 3.0058 -2.3022 0.27
H 5.7063 4.5497 -3.4770 0.27
H 6.9140 5.1851 -2.3689 0.39
H 4.4069 4.4164 -1.6246 0.07
H 5.7527 4.0633 -0.5349 0.35
O -1.1475 -3.0204 4.2400 -0.66
C -0.8294 -1.8508 4.3788 0.30
O 0.4093 -1.4919 4.6610 -0.37
C 0.6220 -0.0817 4.5397 0.11
C -0.8009 0.4637 4.7565 -0.34
C -1.6824 -0.6232 4.1432 0.41
H 0.9406 0.1378 3.5206 -0.19
H 1.3615 0.3063 5.2402 0.36
H -1.0011 1.3835 4.2069 0.04
H -1.0343 0.5359 5.8187 0.35
H -1.8997 -0.4560 3.0883 -0.53
H -2.5871 -0.6544 4.7503 0.57
O -1.4016 5.4057 3.6218 -0.64
C -0.2516 5.0680 3.8828 0.52
O 0.0221 3.8240 4.3861 -0.34
C 1.4031 3.5297 4.4529 0.37
C 1.9801 4.8998 4.5548 -0.73
C 1.0448 5.7832 3.7361 -0.26
H 1.6075 3.0573 3.4921 -0.25
H 1.6078 2.7821 5.2192 0.27
H 2.9920 4.9340 4.1510 0.33
H 2.0348 5.2445 5.5875 0.31
H 1.4324 5.7608 2.7175 0.14
H 0.8991 6.7703 4.1748 0.36
O 3.0088 -1.3180 1.8347 -0.53
C 3.0285 -2.1279 2.7737 -0.21
O 2.0199 -3.0373 2.8527 0.10
C 2.1764 -3.9086 3.9623 -0.53
C 3.1131 -3.1379 4.8923 -0.54
C 3.9865 -2.2917 3.9598 -0.62
H 2.6146 -4.8082 3.5300 0.45
H 1.2614 -4.3023 4.4049 0.35
H 3.6632 -3.8711 5.4822 0.50
H 2.5435 -2.4963 5.5647 0.16
H 4.9009 -2.7969 3.6487 0.40
H 4.2663 -1.3661 4.4630 0.31
O 3.2644 -0.5614 -2.5089 -0.39
C 2.9251 -0.7694 -3.6874 -0.15
O 2.8158 -2.0247 -4.2700 -0.34
C 2.4773 -1.8916 -5.6329 -0.26
C 2.8604 -0.4500 -5.9605 -0.75
C 2.6565 0.3114 -4.6742 0.57
H 1.3992 -2.0236 -5.7247 0.13
H 2.9757 -2.6274 -6.2640 0.36
H 2.1873 0.0053 -6.6869 0.35
H 3.8103 -0.4621 -6.4949 0.31
H 1.6010 0.5036 -4.4819 -0.29
H 3.3026 1.1694 -4.4883 0.25
```